Record 1
48
Properties=species:S:1:pos:R:3:forces:R:3:lowdin_charge:R:1 method="wB97M-V/def2-TZVPD" e_homo_ev="-21.68 / -21.18" total_charge=+4 multiplicity=5 total_energy_ev=-97551.9880
I -2.4103 2.2988 1.3186 0.04 0.28 0.12 0.84
I 0.9516 5.5913 -0.3501 0.19 -0.90 -0.11 0.39
Lu 1.6277 2.9397 -0.6938 -1.71 2.48 0.80 0.60
Rh -0.1158 0.0800 -0.0290 2.11 1.57 2.07 0.62
S -0.6216 1.7836 -1.4319 0.33 0.24 -0.39 0.54
S 0.8855 1.7809 1.5187 -0.35 -0.48 -0.82 0.56
C -0.8494 -1.1727 -1.1031 -3.48 -6.60 -5.29 -0.20
C -0.9267 1.5937 -3.2805 -1.31 0.14 -1.41 -0.83
C 2.1361 1.3351 2.8436 0.35 0.17 1.78 -0.84
C -0.7095 2.9567 -3.9337 0.14 0.35 0.82 -0.06
C 0.0219 0.5552 -3.8263 0.37 -0.09 0.77 -0.05
C -2.3860 1.1913 -3.4486 -0.40 -0.07 0.60 -0.06
C 2.8639 2.6353 3.1690 -0.49 0.30 -0.38 -0.07
C 3.0497 0.2628 2.3000 -0.56 -0.11 -0.86 -0.05
C 1.3413 0.8675 4.0560 -0.56 0.05 -0.11 -0.06
C 2.7265 2.7365 -2.7730 3.14 -1.49 -6.47 -0.02
C 3.9302 2.6193 -0.3318 7.34 -1.95 1.45 -0.02
O -1.2690 -2.0331 -1.7867 2.13 4.48 3.68 0.24
O 3.2549 2.4834 -3.7741 -2.49 1.41 4.92 0.23
O 5.0370 2.3084 -0.1548 -5.66 1.77 -1.01 0.23
H 0.3488 3.2343 -3.8738 -0.08 0.15 -0.25 0.06
H -1.2995 3.7311 -3.4219 0.09 -0.11 -0.38 0.11
H -1.0146 2.9031 -4.9924 0.15 -0.01 0.41 0.14
H 1.0397 0.9361 -3.7011 0.07 -0.40 -0.37 0.06
H -0.2077 0.3991 -4.8942 0.13 0.03 0.37 0.15
H -0.0914 -0.3781 -3.2687 0.18 -0.05 -0.55 0.06
H -2.5979 0.2242 -2.9776 -0.01 0.04 -0.30 0.09
H -2.6244 1.1466 -4.5231 0.05 -0.03 0.40 0.14
H -3.0283 1.9345 -2.9592 -0.05 -0.11 -0.36 0.10
H 3.5111 2.4752 4.0481 -0.18 0.11 -0.39 0.14
H 2.1285 3.4259 3.3825 0.43 -0.11 0.19 0.11
H 3.4611 2.9471 2.3034 0.16 0.09 0.33 0.06
H 3.7466 -0.0349 3.1055 -0.18 0.16 -0.40 0.15
H 3.5843 0.6876 1.4396 0.30 -0.50 0.29 0.06
H 2.4344 -0.5871 1.9724 0.75 0.09 0.23 0.07
H 2.0514 0.6822 4.8833 -0.47 0.04 -0.32 0.14
H 0.7669 -0.0403 3.8142 0.32 0.16 0.31 0.07
H 0.6196 1.6528 4.3295 0.32 -0.30 0.32 0.10
C -1.6938 -1.5219 2.1023 0.29 0.20 0.11 0.01
C -0.2452 -1.8757 2.0441 1.40 -0.68 0.05 -0.40
C 0.3134 -2.9275 2.9282 -0.60 0.05 0.09 0.05
O 0.6160 -1.3414 1.2821 -2.16 0.40 -0.29 -0.15
H -1.9003 -1.3007 3.1811 -0.16 -0.17 -0.80 0.15
H -2.2605 -2.4484 1.8246 0.15 0.78 0.19 0.16
H -1.9484 -0.6329 1.4466 0.01 -1.11 0.72 0.01
H 0.7636 -3.7327 2.3436 0.11 0.10 -0.12 0.14
H 1.0806 -2.5023 3.5793 0.09 0.00 -0.06 0.12
H -0.4731 -3.3405 3.5311 -0.24 -0.34 0.45 0.11

Record 2
49
Properties=species:S:1:pos:R:3:forces:R:3:lowdin_charge:R:1 method="wB97M-V/def2-TZVPD" e_homo_ev=-5.19 total_charge=-1 multiplicity=1 total_energy_ev=-65051.1326 de_lowest_kcal_mol=4.4
Na -0.4914 0.1453 -0.3790 0.58 -0.15 0.07 0.27
O -1.9392 3.3428 1.8831 0.00 0.01 0.01 -0.01
C -1.6865 2.3326 1.2196 0.10 0.03 -0.04 -0.63
O -0.6410 2.1247 0.5266 -0.14 -0.23 -0.09 -0.09
C -2.7071 1.1670 1.3730 -0.05 0.12 0.05 -0.10
C -2.1104 0.0137 2.2130 -0.15 0.02 0.14 -0.25
C -3.2462 -0.7282 2.9332 0.01 -0.03 -0.10 -0.10
C -3.9006 -1.4865 1.7442 0.10 0.00 0.03 -0.10
C -2.9821 -1.0756 0.5790 -0.18 -0.05 0.03 -0.26
O -1.7045 -0.9715 1.2407 0.15 0.14 -0.16 -0.11
C -3.2892 0.3666 0.1554 -0.18 -0.03 -0.01 -0.11
C -2.8831 0.7482 -1.2971 -0.20 0.07 -0.09 -0.64
O -3.4384 1.7414 -1.7604 0.09 0.00 -0.04 0.02
O -2.0705 -0.0350 -1.9025 0.11 0.05 0.20 -0.12
H -3.5336 1.6141 1.9209 0.00 -0.01 0.03 0.14
H -1.2548 0.2883 2.8256 -0.01 0.01 0.01 0.15
H -3.9264 -0.0423 3.4355 0.00 0.01 0.00 0.11
H -2.8453 -1.4231 3.6722 0.00 -0.01 -0.01 0.10
H -4.9364 -1.1991 1.5661 0.00 0.02 0.00 0.11
H -3.8667 -2.5657 1.8977 0.00 0.00 0.01 0.10
H -2.9063 -1.7831 -0.2421 -0.01 0.01 -0.01 0.15
H -4.3676 0.5273 0.1475 -0.01 -0.03 0.03 0.14
C 3.4943 -0.0897 -2.2335 0.07 0.04 0.08 -0.55
C 3.3686 -1.4972 -1.6615 -0.08 -0.01 0.03 -0.51
S 1.8902 -1.8088 -0.6431 0.06 0.03 -0.05 0.88
C 2.5831 -2.0110 1.0161 -0.02 0.08 -0.06 -0.54
C 3.1033 -0.7397 1.6749 -0.09 0.11 0.07 -0.54
S 1.7758 0.4816 1.8967 -0.05 -0.04 -0.07 0.90
C 2.3590 1.9719 1.0500 -0.01 -0.04 -0.01 -0.53
C 2.4936 1.9211 -0.4656 0.02 0.01 0.07 -0.50
S 4.0538 1.1894 -1.0764 -0.05 -0.03 -0.01 0.86
H 2.5568 0.2310 -2.6929 0.00 0.00 -0.02 0.04
H 4.2550 -0.1084 -3.0173 -0.02 0.00 -0.02 0.06
H 4.2419 -1.7581 -1.0617 0.01 -0.01 -0.01 0.07
H 3.3110 -2.2056 -2.4908 0.03 0.00 0.00 0.07
H 3.3664 -2.7710 0.9720 -0.01 -0.02 0.02 0.07
H 1.7537 -2.4204 1.5961 0.01 -0.03 0.01 0.07
H 3.8967 -0.2868 1.0852 0.02 -0.04 0.00 0.03
H 3.5026 -0.9898 2.6604 0.04 -0.04 -0.02 0.07
H 3.2816 2.3220 1.5164 0.01 0.00 0.00 0.07
H 1.5530 2.6725 1.2791 0.01 0.01 0.00 0.06
H 2.4513 2.9417 -0.8456 -0.03 0.00 -0.01 0.08
H 1.6695 1.3765 -0.9151 -0.02 0.01 -0.05 0.05
N -0.0351 -0.9807 -3.7771 -0.03 0.03 0.00 -0.06
N 0.3551 0.3903 -3.5503 0.01 0.03 0.00 -0.07
H -1.0068 -1.0647 -3.4839 0.01 -0.01 0.01 0.04
H 0.4993 -1.5486 -3.1289 -0.03 0.01 0.01 0.01
H -0.3776 0.8379 -2.9989 -0.12 -0.06 -0.04 0.05
H 0.3311 0.8425 -4.4563 0.04 0.02 0.03 0.06

Record 3
43
Properties=species:S:1:pos:R:3:forces:R:3:lowdin_charge:R:1 method="wB97M-V/def2-TZVPD" e_homo_ev=-8.16 multiplicity=1 total_energy_ev=-32816.4860 de_lowest_kcal_mol=64.9 smiles=CN1CCCN(C[C@@H](O)COCc2cccs2)CC1
C -0.3540 3.3473 2.1749 -0.02 -0.11 0.08 -0.10
N -1.0568 2.0844 2.1873 -0.06 0.09 0.09 -0.23
C -0.6455 1.1923 3.2480 0.13 -0.05 0.08 -0.21
C 0.6513 0.4073 3.0054 -0.30 -0.05 -0.11 -0.15
C 0.4915 -0.6246 1.8782 0.04 0.03 0.16 -0.19
N 0.7403 -0.1538 0.5307 0.11 0.10 0.12 -0.17
C 2.1299 -0.1773 0.1273 0.13 -0.07 -0.37 -0.15
C 2.2689 -0.3435 -1.3934 -0.62 -0.29 0.06 -0.35
O 3.6460 -0.4226 -1.6831 0.39 0.02 -0.10 -0.02
C 1.5046 -1.5879 -1.8592 0.03 0.21 0.31 -0.16
O 1.0770 -1.4027 -3.1970 0.15 0.17 -0.14 -0.14
C -0.1060 -2.1038 -3.5242 0.05 -0.11 -0.16 -0.23
C -1.2856 -1.6505 -2.7244 -0.01 0.21 -0.06 -0.52
C -1.9278 -2.3106 -1.7216 0.12 0.02 -0.30 -0.14
C -2.9600 -1.5502 -1.1278 -0.15 0.13 0.10 -0.19
C -3.0784 -0.3177 -1.6804 0.17 0.19 -0.26 -0.42
S -1.9367 -0.0600 -2.9390 -0.08 -0.47 0.25 1.04
C 0.0918 1.0920 0.1389 -0.25 0.01 -0.15 -0.16
C -1.1980 1.4597 0.8904 0.16 -0.03 -0.19 -0.18
H -0.5412 3.8561 3.1212 0.05 0.08 0.00 0.08
H 0.7347 3.2646 2.0439 0.03 0.04 -0.03 0.08
H -0.7503 3.9629 1.3684 0.03 0.09 -0.04 0.09
H -0.5467 1.7895 4.1584 -0.07 -0.05 0.01 0.11
H -1.4596 0.4749 3.4065 0.06 -0.03 0.09 0.12
H 1.4682 1.0900 2.7658 0.13 0.03 0.05 0.11
H 0.9136 -0.1111 3.9295 0.05 0.01 0.05 0.11
H -0.5274 -1.0275 1.9105 0.05 -0.07 0.13 0.11
H 1.1704 -1.4629 2.0506 -0.09 -0.01 -0.03 0.11
H 2.6827 0.7326 0.4160 0.00 -0.05 0.04 0.13
H 2.6276 -1.0315 0.5902 0.02 -0.01 0.05 0.13
H 1.8322 0.5252 -1.9073 -0.03 -0.12 0.08 0.15
H 3.7380 -0.5751 -2.6303 0.04 0.05 0.06 0.10
H 2.1538 -2.4726 -1.7887 0.00 0.08 0.02 0.14
H 0.6440 -1.7211 -1.1949 0.10 0.02 -0.09 0.11
H 0.0335 -3.1854 -3.3753 -0.08 0.11 -0.06 0.13
H -0.2600 -1.9070 -4.5890 -0.01 -0.15 0.10 0.12
H -1.6796 -3.3136 -1.4216 0.12 -0.19 0.02 0.11
H -3.5803 -1.9092 -0.3262 -0.13 -0.02 0.14 0.10
H -3.7672 0.4635 -1.4278 -0.19 0.14 0.10 0.06
H -0.1649 0.9994 -0.9220 0.00 0.18 0.05 0.09
H 0.7938 1.9369 0.2270 0.01 0.01 -0.04 0.11
H -1.7423 2.1701 0.2587 0.00 -0.12 -0.05 0.12
H -1.8255 0.5738 1.0055 -0.07 -0.01 -0.09 0.11

Record 4
44
Properties=species:S:1:pos:R:3:forces:R:3:lowdin_charge:R:1 method="wB97M-V/def2-TZVPD" e_homo_ev=-8.09 multiplicity=1 total_energy_ev=-33879.2213 de_lowest_kcal_mol=0.0 smiles="CCOP(=O)(OCC)Oc1cc(C)c(N(C)C)c(C)c1"
C -1.4588 -2.9087 -1.2477 -0.13 0.31 -0.08 -0.07
C -2.4748 -1.8927 -1.7408 -0.16 -0.86 -0.34 -0.27
O -2.1474 -0.5801 -1.3116 0.02 0.80 1.12 -0.18
P -2.4354 -0.2223 0.2347 0.04 0.46 -0.71 0.42
O -3.5969 -0.9071 0.7920 -0.01 -0.01 0.06 -0.20
O -2.4695 1.3721 0.1877 0.55 -0.95 0.31 -0.18
C -3.6922 2.0002 -0.1861 -0.66 0.46 -0.13 -0.27
C -4.6319 2.1307 0.9998 0.29 -0.11 -0.14 -0.07
O -1.1158 -0.5259 1.0604 -0.26 0.02 -0.08 -0.07
C 0.1785 -0.2403 0.6736 0.66 0.00 -0.08 -0.27
C 0.4904 0.6285 -0.3530 -0.18 0.00 0.10 0.02
C 1.8149 0.8494 -0.6997 0.04 -0.12 0.09 -0.18
C 2.1287 1.7763 -1.8346 -0.04 -0.03 -0.01 -0.03
C 2.8461 0.2076 0.0012 -0.33 0.00 -0.13 -0.18
N 4.1654 0.4727 -0.4480 0.10 -0.15 0.29 -0.24
C 4.7969 1.6509 0.0961 0.06 0.00 -0.02 -0.07
C 5.0696 -0.6312 -0.6568 0.09 0.07 -0.15 -0.09
C 2.5260 -0.6476 1.0648 -0.09 0.10 -0.04 -0.19
C 3.5692 -1.3199 1.9109 0.00 0.01 -0.07 -0.04
C 1.1921 -0.8721 1.3755 -0.29 0.06 -0.07 0.03
H -1.6877 -3.8901 -1.6548 -0.01 -0.11 0.00 0.08
H -1.4962 -2.9553 -0.1614 0.06 -0.14 0.10 0.07
H -0.4559 -2.6168 -1.5526 0.09 -0.03 -0.02 0.08
H -3.4705 -2.1507 -1.3667 0.06 0.05 -0.17 0.11
H -2.4908 -1.8449 -2.8334 -0.04 -0.02 0.16 0.12
H -3.4057 2.9836 -0.5725 -0.07 -0.20 -0.02 0.12
H -4.1692 1.4260 -0.9861 0.06 0.10 -0.04 0.12
H -4.1544 2.7014 1.7921 0.00 0.10 0.08 0.08
H -5.5454 2.6341 0.6942 -0.10 0.07 -0.02 0.08
H -4.8710 1.1406 1.3769 -0.11 -0.04 0.06 0.06
H -0.3035 1.1225 -0.8890 0.02 0.10 -0.13 0.11
H 3.0687 1.4922 -2.2995 0.02 0.04 -0.06 0.08
H 2.2247 2.8006 -1.4744 0.04 0.12 -0.04 0.08
H 1.3315 1.7541 -2.5732 -0.07 0.05 -0.06 0.08
H 5.2601 1.4739 1.0793 -0.01 0.02 0.01 0.08
H 4.0586 2.4417 0.2042 0.02 0.10 0.00 0.09
H 5.5776 1.9872 -0.5897 0.05 0.09 0.03 0.09
H 5.6846 -0.8837 0.2176 -0.03 -0.03 0.02 0.08
H 4.5027 -1.5083 -0.9607 0.03 -0.08 -0.02 0.10
H 5.7494 -0.3631 -1.4712 0.06 -0.11 0.01 0.09
H 3.1256 -1.6566 2.8448 0.01 -0.03 0.05 0.08
H 4.3816 -0.6372 2.1455 0.12 0.00 0.02 0.07
H 3.9856 -2.1898 1.4042 0.11 -0.04 0.02 0.08
H 0.9256 -1.5337 2.1857 -0.03 -0.08 0.11 0.12